# C13H23BFNO8

2 unconnected molecules or ions with the total composition C13H23BFNO8 at a distorted geometry (wB97M-V/def2-TZVPD, the OMol25 dataset).

The value obtained for the strongest force on any atom is 2.64 eV Å⁻¹. Its SMILES is O=C(O)C[C@H]1OC(=O)[C@H](CB(O)O)[C@@H]1CC(=O)F.COC[C@@H](C)N. The total energy is -1290.64674 Eh. As for the molar mass: 351.1 g mol⁻¹.

CARTESIAN COORDINATES (ANGSTROEM)
O  1.7064  2.6934  2.8956
C  1.9280  1.9715  1.9626
O  2.9027  2.2174  1.0724
C  1.1448  0.7182  1.6475
C  -0.1383  0.5725  2.4178
O  -0.9332  1.7650  2.4578
C  -2.2205  1.3003  2.6335
O  -2.9709  1.6697  3.4939
C  -2.3694  0.2439  1.5670
C  -3.6621  -0.5541  1.4826
B  -4.8118  0.4099  0.9593
O  -4.7549  0.8619  -0.3568
O  -5.8556  0.7467  1.7814
C  -1.0489  -0.4941  1.7295
C  -1.0851  -1.8034  2.5436
C  -0.0725  -2.7225  1.9464
O  -0.2133  -3.3346  0.9149
F  1.0864  -2.7989  2.6170
H  3.0591  1.3932  0.5970
H  1.7476  -0.1509  1.8727
H  0.9777  0.6965  0.5815
H  0.0320  0.3313  3.4521
H  -2.3077  0.8141  0.6504
H  -3.5199  -1.3040  0.7157
H  -3.9350  -0.9953  2.4274
H  -4.2584  1.6783  -0.3940
H  -5.8522  1.6889  1.9492
H  -0.7380  -0.7845  0.7369
H  -2.0309  -2.3134  2.4976
H  -0.7909  -1.6193  3.5623
C  2.7517  -1.8862  -4.1111
O  3.4950  -0.6849  -4.0058
C  2.7328  0.5031  -3.9756
C  2.0970  0.8359  -2.6203
C  0.8841  -0.0209  -2.2649
N  3.0772  0.7585  -1.5293
H  1.8736  -1.7600  -4.7505
H  2.4453  -2.2546  -3.1298
H  3.4035  -2.6354  -4.5582
H  3.4392  1.3008  -4.2175
H  1.9776  0.4921  -4.7726
H  1.7512  1.8712  -2.6838
H  1.1662  -1.0081  -1.9001
H  0.3077  0.4590  -1.4722
H  0.2236  -0.1492  -3.1233
H  3.8221  1.4280  -1.7036
H  3.5366  -0.1468  -1.5960

The computed Löwdin charges, all in e, follow: O 0.1408; C -0.5078; O 0.1032; C -0.0289; C -0.2317; O 0.0579; C -0.3955; O 0.1852; C -0.1916; C -0.0207; B -0.6153; O 0.1512; O 0.1758; C -0.1751; C -0.0263; C -0.4484; O 0.1436; F 0.1131; H 0.0613; H 0.1419; H 0.1021; H 0.1596; H 0.1519; H 0.1236; H 0.1148; H 0.0981; H 0.1091; H 0.1387; H 0.1250; H 0.1255; C -0.1003; O -0.1856; C -0.2075; C -0.4089; C -0.0615; N 0.0468; H 0.0919; H 0.0757; H 0.0891; H 0.1246; H 0.1239; H 0.1407; H 0.0700; H 0.0579; H 0.0843; H 0.0918; H 0.0861

=====

# C13H23BN6PdSi

A molecular structure, C13H23BN6PdSi at a distorted geometry (wB97M-V/def2-TZVPD, the OMol25 dataset).

The total charge is +2. The multiplicity is 3. The value obtained for the strongest force on any atom is 8.51 eV Å⁻¹. As for the expectation value of S²: 2.026. The total energy is -1279.23663 Eh. As for the molar mass: 408.7 g mol⁻¹.

CARTESIAN COORDINATES (ANGSTROEM)
C  2.7931  -1.1329  0.0575
N  1.4738  -0.9287  -0.1763
N  1.3514  -0.1581  -1.3384
C  2.6058  0.0244  -1.8384
C  3.5263  -0.5506  -0.9868
B  0.0382  0.1972  -2.1510
N  -0.9536  -1.0166  -1.9370
N  -1.0337  -1.8179  -0.7995
C  -1.7500  -2.9153  -1.0983
C  -2.1215  -2.8562  -2.4486
C  -1.5722  -1.6882  -2.9479
Pd  -0.0917  -1.6432  1.1241
N  -0.5035  1.7177  -2.1837
N  -0.9073  2.4657  -1.0869
C  -1.4163  3.6165  -1.5435
C  -1.2354  3.7044  -2.9482
C  -0.6460  2.4924  -3.3065
H  -1.8989  4.3389  -0.8991
H  -0.3307  2.1410  -4.2786
H  -1.4970  4.5324  -3.5838
H  0.3965  0.0650  -3.3010
H  -1.5862  -1.2910  -3.9506
H  2.7459  0.5173  -2.7881
H  -2.6979  -3.5906  -2.9743
H  4.5918  -0.5699  -1.1166
H  -1.9179  -3.7135  -0.3909
H  3.1768  -1.6651  0.9199
H  -1.8872  -1.3405  1.2628
C  -1.7198  -1.9782  2.1712
H  -2.3420  -2.8554  1.9801
H  -0.6819  -2.4189  2.4047
H  -2.0273  -1.3586  3.0087
C  1.2652  1.5012  1.4764
Si  0.5039  0.1222  2.5119
C  1.5852  -0.5022  3.9090
C  -1.0115  1.0758  3.1070
H  2.2111  1.2312  0.9959
H  1.4667  2.3397  2.1569
H  0.5582  1.8546  0.7063
H  1.8454  0.3382  4.5684
H  1.0767  -1.2631  4.5150
H  2.5172  -0.9401  3.5324
H  -0.6676  1.7998  3.8588
H  -1.4219  1.6444  2.2603
H  -1.8097  0.4750  3.5471

The computed Löwdin charges, all in e, follow: C -0.1120; N -0.0965; N -0.0040; C -0.0385; C -0.0227; B -0.4042; N 0.0012; N -0.0545; C -0.0890; C -0.0125; C -0.0303; Pd 0.8490; N 0.0301; N 0.1571; C -0.0436; C 0.1038; C 0.0610; H 0.1344; H 0.1540; H 0.1412; H 0.1180; H 0.1378; H 0.1368; H 0.1159; H 0.1155; H 0.1228; H 0.1230; H 0.0420; C -0.1729; H 0.0781; H 0.0253; H 0.0430; C -0.1942; Si 0.5603; C -0.1630; C -0.1835; H 0.0242; H 0.0626; H 0.0053; H 0.0679; H 0.0459; H 0.0359; H 0.0641; H 0.0430; H 0.0223